1.
Formula: C7H21FOP2V
Source: the OMol25 dataset
Level of theory: ωB97M-V/def2-TZVPD

Calculated values
- expectation value of S² = 3.7737
- multiplicity = 4

CARTESIAN COORDINATES (ANGSTROEM)
V: 0.2644 0.1913 0.0398
H: 1.3949 0.8020 -0.6006
H: 1.6797 0.1460 -0.0685
P: -0.7589 1.6331 -1.5136
P: 0.7073 -1.7640 1.2736
C: 0.6381 -1.6297 3.1150
H: 0.8091 -2.6046 3.6053
H: 1.4001 -0.9069 3.4507
H: -0.3528 -1.2395 3.4000
C: -0.4873 -3.1279 0.9334
H: -0.4575 -3.3556 -0.1441
H: -0.2461 -4.0318 1.5202
H: -1.5014 -2.7766 1.1836
C: 2.3341 -2.5984 1.0010
H: 3.1436 -1.9159 1.3096
H: 2.4110 -3.5411 1.5718
H: 2.4442 -2.8068 -0.0760
C: -2.3168 0.9505 -2.2275
H: -2.7547 1.6375 -2.9730
H: -2.0879 -0.0207 -2.6951
H: -3.0333 0.7787 -1.4081
C: -1.2962 3.2954 -0.9107
H: -0.4123 3.8503 -0.5550
H: -1.8051 3.8750 -1.7013
H: -1.9785 3.1550 -0.0560
C: 0.2060 2.0598 -3.0313
H: 0.5108 1.1228 -3.5256
H: -0.3858 2.6759 -3.7317
H: 1.1149 2.6109 -2.7366
C: 0.2132 1.3932 1.5371
O: 0.1461 2.1178 2.4559
H: -1.3034 -0.2731 0.3162
F: 1.7605 0.2974 1.2414

Atoms 1-6, force components in eV/Å:
-8.814 -2.072 3.077
4.256 1.264 -3.125
5.673 0.908 -3.548
-0.795 0.276 -1.072
-0.914 -2.720 -0.133
-0.009 0.326 -0.109

Now the Mulliken charges, all in e: atom 1 (V): -0.93, atom 2 (H): -0.01, atom 3 (H): 0.29, atom 4 (P): 1.15, atom 5 (P): 1.31, atom 6 (C): -1.30, atom 7 (H): 0.40, atom 8 (H): 0.32, atom 9 (H): 0.33, atom 10 (C): -1.18, atom 11 (H): 0.31, atom 12 (H): 0.38, atom 13 (H): 0.33, atom 14 (C): -1.28, atom 15 (H): 0.31, atom 16 (H): 0.39, atom 17 (H): 0.33, atom 18 (C): -1.25, atom 19 (H): 0.39, atom 20 (H): 0.32, atom 21 (H): 0.34, atom 22 (C): -1.33, atom 23 (H): 0.34, atom 24 (H): 0.40, atom 25 (H): 0.34, atom 26 (C): -1.23, atom 27 (H): 0.33, atom 28 (H): 0.37, atom 29 (H): 0.35, atom 30 (C): 0.52, atom 31 (O): -0.41, atom 32 (H): -0.09, atom 33 (F): -0.53

2.
Formula: C29H71IN6O9
Source: the OMol25 dataset
Level of theory: ωB97M-V/def2-TZVPD

Calculated values
- multiplicity = 1

CARTESIAN COORDINATES (ANGSTROEM)
C: -0.1809 0.0278 -1.0106
C: 0.5965 -0.7649 0.1671
O: 1.4394 -1.6057 -0.2238
O: 0.3498 -0.4984 1.5628
C: -0.6181 -1.4797 2.0220
C: -1.3904 -1.0865 3.3726
C: -1.2789 0.4603 3.8037
C: -0.0132 0.8128 4.7265
C: -0.1546 2.3965 5.1091
N: 0.3480 2.7085 6.4904
C: -0.4767 3.8200 7.0991
C: 1.7297 3.2384 6.3326
O: 2.7224 2.5167 6.5733
O: 1.9322 4.5860 5.8745
I: 3.4388 4.4040 4.4988
H: -1.0200 0.6666 -0.5588
H: -0.5907 -0.7511 -1.7634
H: 0.5805 0.6548 -1.5845
H: -0.1262 -2.5089 2.1848
H: -1.3821 -1.6054 1.1639
H: -2.5085 -1.2878 3.1725
H: -1.1101 -1.8248 4.2091
H: -1.3004 1.1968 2.9334
H: -2.2107 0.7039 4.4405
H: 0.9920 0.7220 4.1807
H: 0.0063 0.2707 5.7287
H: -1.2892 2.5967 5.1105
H: 0.3116 3.0177 4.2750
H: -1.5535 3.4753 7.3013
H: -0.0184 4.1408 8.0972
H: -0.5278 4.7513 6.4389
C: -1.7980 -1.4552 7.8636
C: -2.9883 -0.6076 7.4270
C: -4.1024 -0.5210 8.4906
O: -4.9290 -1.6779 8.5649
C: -4.4109 -2.7192 9.3760
N: -3.4985 -1.1231 6.1504
H: -2.0187 -2.5243 7.8597
H: -0.9538 -1.3013 7.1855
H: -1.4678 -1.1778 8.8685
H: -2.6160 0.4097 7.2602
H: -4.7727 0.2981 8.2080
H: -3.6992 -0.2649 9.4777
H: -3.8759 -2.3345 10.2487
H: -3.7617 -3.3707 8.7874
H: -5.2516 -3.3227 9.7254
H: -4.2402 -0.5067 5.8221
H: -3.9859 -1.9971 6.3496
C: 5.9303 -1.4780 -3.1729
C: 5.4243 -0.1930 -3.8200
C: 4.0943 0.3120 -3.2234
O: 2.9452 -0.3930 -3.6807
C: 2.6655 -1.5880 -2.9658
N: 5.3220 -0.3967 -5.2697
H: 5.3519 -2.3547 -3.4699
H: 6.9674 -1.6662 -3.4645
H: 5.9031 -1.4037 -2.0821
H: 6.1791 0.5793 -3.6361
H: 3.9511 1.3473 -3.5527
H: 4.1270 0.3370 -2.1274
H: 2.9017 -1.4976 -1.9047
H: 3.2065 -2.4284 -3.4081
H: 1.5976 -1.7966 -3.0643
H: 5.0621 0.4871 -5.7055
H: 4.5102 -0.9926 -5.4348
C: -0.6996 -4.6744 -4.1018
C: -0.2535 -4.3092 -2.6897
C: -0.5089 -5.4262 -1.6572
O: -1.8628 -5.5228 -1.2249
C: -2.6975 -6.2920 -2.0744
N: -0.8998 -3.0519 -2.2952
H: -1.7852 -4.6650 -4.2160
H: -0.2967 -3.9582 -4.8237
H: -0.3346 -5.6663 -4.3830
H: 0.8281 -4.1401 -2.7270
H: 0.0680 -5.1885 -0.7571
H: -0.1423 -6.3964 -2.0131
H: -2.1684 -7.1437 -2.5109
H: -3.1214 -5.6630 -2.8600
H: -3.5277 -6.6723 -1.4748
H: -0.5370 -2.7704 -1.3854
H: -1.8802 -3.2633 -2.1062
C: 4.1421 0.3477 -9.7422
C: 3.5132 0.3331 -8.3529
C: 2.0411 -0.1281 -8.3501
O: 1.1166 0.8673 -8.7783
C: 0.9545 0.9526 -10.1840
N: 3.6630 1.6624 -7.7465
H: 3.7812 1.1729 -10.3590
H: 5.2275 0.4576 -9.6657
H: 3.9423 -0.5882 -10.2718
H: 4.0815 -0.3834 -7.7500
H: 1.7639 -0.3573 -7.3154
H: 1.9077 -1.0560 -8.9193
H: 1.0125 -0.0274 -10.6658
H: 1.6957 1.6317 -10.6104
H: -0.0322 1.3769 -10.3831
H: 3.3149 1.6253 -6.7895
H: 3.0051 2.2847 -8.2160
C: -2.6864 6.1282 -0.0815
C: -1.5497 5.4117 0.6401
C: -1.3855 3.9365 0.2331
O: -2.3361 3.0605 0.8328
C: -3.5736 2.9762 0.1454
N: -1.7421 5.5337 2.0861
H: -3.6713 5.8201 0.2743
H: -2.6139 7.2080 0.0756
H: -2.6403 5.9484 -1.1594
H: -0.6232 5.9305 0.3712
H: -0.4088 3.5978 0.5961
H: -1.3717 3.8111 -0.8564
H: -3.4475 3.0360 -0.9393
H: -4.2544 3.7554 0.4937
H: -4.0272 2.0121 0.3872
H: -0.9348 5.1206 2.5482
H: -2.5099 4.9126 2.3423

Atoms 1-6, force components in eV/Å:
-0.299 -0.253 1.025
1.911 -1.507 -1.844
-2.885 2.611 2.340
-0.059 -0.732 -2.229
-1.139 -1.261 0.080
-0.550 0.374 -0.506

Mulliken atomic charge list, values in e, 99 entries: atom 1 (C): -0.24, atom 2 (C): 0.33, atom 3 (O): -0.53, atom 4 (O): -0.17, atom 5 (C): -0.22, atom 6 (C): -0.72, atom 7 (C): -0.30, atom 8 (C): -0.32, atom 9 (C): -0.53, atom 10 (N): 0.06, atom 11 (C): -0.94, atom 12 (C): 0.67, atom 13 (O): -0.54, atom 14 (O): -0.58, atom 15 (I): 0.23, atom 16 (H): -0.01, atom 17 (H): 0.23, atom 18 (H): 0.23, atom 19 (H): 0.17, atom 20 (H): 0.28, atom 21 (H): 0.29, atom 22 (H): 0.25, atom 23 (H): 0.13, atom 24 (H): 0.33, atom 25 (H): 0.27, atom 26 (H): 0.02, atom 27 (H): 0.47, atom 28 (H): 0.17, atom 29 (H): 0.26, atom 30 (H): 0.34, atom 31 (H): 0.35, atom 32 (C): -1.54, atom 33 (C): 0.81, atom 34 (C): -0.86, atom 35 (O): -0.38, atom 36 (C): -0.64, atom 37 (N): -0.48, atom 38 (H): 0.33, atom 39 (H): 0.25, atom 40 (H): 0.39, atom 41 (H): 0.04, atom 42 (H): 0.37, atom 43 (H): 0.44, atom 44 (H): 0.29, atom 45 (H): 0.23, atom 46 (H): 0.26, atom 47 (H): 0.27, atom 48 (H): 0.28, atom 49 (C): -1.49, atom 50 (C): 0.28, atom 51 (C): -0.78, atom 52 (O): -0.40, atom 53 (C): -0.58, atom 54 (N): -0.70, atom 55 (H): 0.26, atom 56 (H): 0.39, atom 57 (H): 0.37, atom 58 (H): 0.49, atom 59 (H): 0.39, atom 60 (H): 0.44, atom 61 (H): 0.40, atom 62 (H): 0.27, atom 63 (H): 0.14, atom 64 (H): 0.24, atom 65 (H): 0.35, atom 66 (C): -1.59, atom 67 (C): 0.73, atom 68 (C): -0.89, atom 69 (O): -0.38, atom 70 (C): -0.67, atom 71 (N): -0.49, atom 72 (H): 0.30, atom 73 (H): 0.36, atom 74 (H): 0.38, atom 75 (H): 0.18, atom 76 (H): 0.32, atom 77 (H): 0.51, atom 78 (H): 0.30, atom 79 (H): 0.23, atom 80 (H): 0.26, atom 81 (H): 0.09, atom 82 (H): 0.30, atom 83 (C): -1.66, atom 84 (C): 0.77, atom 85 (C): -0.61, atom 86 (O): -0.42, atom 87 (C): -0.64, atom 88 (N): -0.69, atom 89 (H): 0.29, atom 90 (H): 0.41, atom 91 (H): 0.34, atom 92 (H): 0.17, atom 93 (H): 0.21, atom 94 (H): 0.45, atom 95 (H): 0.29, atom 96 (H): 0.23, atom 97 (H): 0.27, atom 98 (H): 0.23, atom 99 (H): 0.34

Total energy: -56624.1654, -66686.6515 (eV)
Largest force on an atom: 9.56, 4.54 (eV/A)